(1)
82
Properties=species:S:1:pos:R:3:forces:R:3:mulliken_charge:R:1 method="wB97M-V/def2-TZVPD" total_charge=+1 gap_ev=8.575 e_homo_ev=-11.192 relative_energy_ev=0.000 total_energy_ha=-4691.4575
Bi -0.405997 1.243943 0.121003 0.20 -0.09 -0.10 1.724
C -0.115147 1.393183 -3.670653 0.02 -0.02 -0.03 -1.179
C -1.431356 2.050203 -3.262112 -0.02 0.08 0.03 -0.232
S -1.076035 3.377279 -2.083832 -0.01 -0.10 0.04 -0.108
C -2.662030 3.851215 -1.357705 0.03 0.00 -0.01 -0.680
C -2.371563 4.819666 -0.209759 0.01 -0.01 0.01 -0.847
S -1.518104 4.036071 1.198640 0.02 -0.02 -0.02 0.046
C 0.070053 4.909430 1.331101 -0.05 0.01 0.02 -0.752
C 1.049123 4.792506 0.175191 -0.01 -0.01 -0.01 -0.753
S 1.797041 3.140293 -0.013686 -0.01 0.00 -0.02 0.262
C 2.266417 3.233032 -1.766398 0.00 -0.01 -0.02 -0.887
C 2.417667 1.845352 -2.369687 -0.01 -0.07 0.08 -0.584
S 0.957738 0.772566 -2.327331 -0.02 -0.04 -0.07 0.227
H 0.492724 2.068752 -4.273230 0.00 0.01 0.00 0.534
H -0.351470 0.511294 -4.265356 0.01 0.01 -0.01 0.549
H -2.094870 1.321527 -2.801790 0.00 0.00 -0.02 -0.172
H -1.901768 2.466595 -4.152341 -0.02 -0.02 0.00 0.667
H -3.188271 2.963498 -0.999766 -0.01 0.00 0.00 0.250
H -3.282084 4.341152 -2.108269 -0.01 0.00 0.01 0.526
H -3.313383 5.215834 0.167182 0.00 0.00 0.00 0.502
H -1.778173 5.666616 -0.557272 0.00 0.00 0.00 0.380
H 0.499055 4.507883 2.249751 0.00 0.01 0.00 0.330
H -0.142491 5.965837 1.498835 0.00 0.00 0.02 0.645
H 1.868700 5.491728 0.347664 0.01 0.00 -0.01 0.539
H 0.575454 5.056510 -0.770048 0.01 0.00 -0.01 0.298
H 3.224181 3.750568 -1.831135 0.00 0.00 0.01 0.586
H 1.521105 3.820770 -2.300874 0.00 0.02 0.03 0.409
H 3.163374 1.267114 -1.820904 0.00 0.01 -0.01 -0.045
H 2.741970 1.920853 -3.408144 0.01 0.00 0.01 0.670
C 1.453805 -1.609224 4.250031 -0.01 0.00 0.00 -1.835
C 1.425313 -0.593491 3.120294 0.04 0.00 0.00 1.107
O 2.757235 -0.310019 2.730809 0.02 0.01 0.03 -0.559
P 0.613552 0.988015 3.605654 -0.01 -0.01 -0.03 0.547
O 1.434371 1.656755 4.770399 0.02 0.00 -0.01 -0.570
O -0.765321 0.633771 4.292077 0.02 0.01 0.01 -0.603
O 0.547262 1.901617 2.427032 -0.07 0.00 -0.02 -0.167
P 0.434645 -1.110265 1.670891 -0.23 0.39 -0.08 -0.123
O 0.577116 -2.651362 1.529450 -0.07 -0.15 -0.17 -0.456
O -0.984981 -0.582669 1.856901 0.25 -0.12 -0.05 -1.034
O 1.073829 -0.337453 0.488336 -0.16 -0.05 0.19 0.592
H 2.040098 -1.218134 5.082404 0.00 0.00 0.00 0.495
H 1.928797 -2.521587 3.893399 0.01 0.00 0.00 0.396
H 0.450195 -1.850671 4.598544 0.00 0.00 0.01 0.369
H 2.756658 0.104387 1.851490 0.00 -0.01 0.00 0.177
H 1.221215 1.351968 5.661322 -0.01 0.00 0.01 0.350
H -1.320316 0.134034 3.659490 0.02 0.00 -0.03 0.429
H 0.141855 -2.946730 0.694099 0.04 0.00 0.02 0.582
C 5.783281 -0.763783 1.094165 0.01 0.01 -0.02 -1.718
C 4.550539 -0.881519 0.238839 -0.01 0.03 0.03 0.665
O 3.961707 0.125298 -0.127985 0.04 -0.06 -0.01 -0.559
C 4.050897 -2.237375 -0.122418 0.01 0.01 0.02 0.857
C 4.623057 -3.389267 0.416052 0.00 -0.01 0.01 -0.538
C 4.111140 -4.637186 0.097878 0.01 0.01 0.01 -0.866
C 3.028890 -4.742728 -0.764444 -0.01 0.00 -0.01 -0.451
C 2.457330 -3.600908 -1.312256 0.00 0.01 0.00 -0.559
C 2.967482 -2.355283 -0.990884 -0.02 -0.01 0.00 -0.040
H 6.020610 0.287577 1.229949 0.00 0.00 0.01 0.348
H 6.626402 -1.275842 0.627962 -0.01 0.00 0.00 0.469
H 5.612240 -1.225603 2.067589 -0.02 0.00 0.01 0.386
H 5.465511 -3.320023 1.090872 0.00 0.00 0.00 0.396
H 4.556449 -5.527014 0.522301 0.00 0.00 0.00 0.415
H 2.630812 -5.718247 -1.012202 0.00 0.00 0.00 0.430
H 1.607921 -3.678806 -1.977876 -0.01 0.00 -0.01 0.464
H 2.519562 -1.460642 -1.395710 -0.01 0.03 -0.02 0.231
C -7.423693 -3.083322 -0.249592 0.00 0.01 0.00 -1.476
C -6.012812 -2.702215 -0.599739 0.00 -0.01 0.00 0.943
C -5.606302 -2.608819 -1.925998 -0.01 0.00 -0.01 -0.736
C -4.296740 -2.287807 -2.253862 0.03 0.00 0.01 -0.499
C -3.386201 -2.057659 -1.236717 -0.02 0.00 -0.01 -0.267
C -3.765255 -2.144249 0.097622 0.03 0.01 0.00 -0.306
C -5.074652 -2.462461 0.405527 0.01 0.00 0.00 -0.983
S -1.724411 -1.635454 -1.629454 0.16 -0.16 0.00 1.441
O -0.849665 -2.477168 -0.834228 0.03 0.03 0.11 -0.883
O -1.551069 -1.701776 -3.054174 0.00 0.04 -0.08 -0.743
O -1.604809 -0.194133 -1.175745 -0.23 0.22 0.19 -0.737
H -8.105147 -2.878384 -1.073740 0.00 0.00 0.00 0.375
H -7.771420 -2.541852 0.629802 0.00 0.00 0.00 0.374
H -7.486819 -4.149645 -0.024115 0.01 0.00 0.00 0.296
H -6.322663 -2.793916 -2.716929 0.00 0.00 0.00 0.364
H -3.974544 -2.224648 -3.284041 -0.01 0.00 -0.01 0.525
H -3.036866 -1.962867 0.878579 0.00 0.01 0.01 0.364
H -5.377949 -2.532486 1.443274 0.00 0.00 0.00 0.413

(2)
83
Properties=species:S:1:pos:R:3:forces:R:3:mulliken_charge:R:1 method="wB97M-V/def2-TZVPD" gap_ev=10.938 smiles="C[C@H]1COC(=O)O1.C[C@H]1COC(=O)O1.C[C@H]1COC(=O)O1.C[C@H]1COC(=O)O1.C[C@H]1COC(=O)O1.C[C@H]1COC(=O)O1.ClCCl" e_homo_ev=-10.607 total_energy_ha=-3250.1855
C 1.637610 6.103739 1.697106 -0.77 0.31 1.09 -1.472
C 1.881965 4.614326 1.720357 -0.08 0.11 -1.57 0.351
C 1.562996 3.753267 2.940956 1.04 0.32 0.45 -0.474
O 0.513123 2.904320 2.548159 -0.55 -0.21 -0.61 -0.299
C 0.294515 3.011786 1.192848 1.73 -0.59 1.68 0.567
O -0.351742 2.220241 0.590165 -0.77 0.37 -0.54 -0.419
O 1.043367 4.007071 0.722254 -0.87 -0.10 -1.19 -0.283
H 0.577517 6.332618 1.554682 -0.08 -0.31 0.22 0.337
H 2.123326 6.690243 0.921510 0.52 -0.38 0.05 0.347
H 1.892720 6.460254 2.700992 0.19 0.41 -0.28 0.379
H 2.880844 4.390507 1.333712 0.07 0.12 0.49 0.311
H 1.287661 4.243563 3.874588 -0.09 0.34 -0.25 0.439
H 2.502028 3.218621 3.107739 -0.45 -0.59 0.33 0.217
C -0.998934 0.320845 4.224823 -0.77 0.12 -0.77 -1.373
C -1.641735 -0.369617 5.392821 1.62 0.11 0.07 0.659
C -1.336784 -1.869180 5.482264 -0.94 -1.27 -0.03 -0.140
O -0.701021 -2.112316 6.752459 -0.22 0.53 -0.54 -0.383
C -0.647294 -0.946932 7.405655 -0.50 1.12 0.60 0.601
O -0.413739 -0.801346 8.565038 0.38 -0.26 -0.39 -0.533
O -0.970526 0.105914 6.583736 -0.53 -0.53 0.35 -0.424
H -0.004685 -0.063056 4.004419 0.11 0.28 0.07 0.306
H -1.032570 1.400344 4.370250 0.43 -0.04 0.16 0.471
H -1.649093 0.183756 3.350793 0.24 -0.22 -0.08 0.312
H -2.699364 -0.095423 5.371388 -0.01 -0.32 0.66 0.284
H -0.716584 -2.299823 4.695213 0.23 0.43 -0.04 0.098
H -2.250615 -2.467416 5.494005 -0.01 0.08 -0.05 0.163
C 3.426381 -1.768511 -2.356785 0.28 1.33 -0.20 -1.220
C 3.445187 -0.259023 -2.113562 -0.16 -0.58 1.06 0.305
C 2.113069 0.466772 -2.304409 -0.84 -2.00 -0.79 0.582
O 1.916217 1.147456 -1.093553 -1.04 1.51 -1.22 -0.143
C 2.820228 0.822167 -0.182070 0.51 -0.18 0.31 0.274
O 2.824457 1.301685 0.906700 0.32 -0.14 0.21 -0.485
O 3.670613 -0.089544 -0.685757 0.26 0.38 -0.01 -0.377
H 2.525372 -2.173299 -1.901186 -0.13 -0.22 -0.38 0.128
H 4.279374 -2.220791 -1.857165 0.13 -0.01 -0.19 0.457
H 3.516351 -1.851312 -3.441878 -0.31 -0.76 0.06 0.378
H 4.239738 0.251420 -2.656883 0.17 -0.09 0.11 0.338
H 1.264726 -0.226434 -2.412289 0.29 -0.37 0.48 -0.920
H 2.002261 0.948467 -3.280602 0.58 1.36 0.62 0.453
C -0.375249 -1.278639 -0.090157 -0.59 0.67 -0.24 -0.831
C -0.057143 -1.876403 1.252356 0.48 0.21 0.42 1.455
C -0.247873 -3.386570 1.329616 -0.60 0.13 -0.07 -0.145
O 0.978131 -3.888388 1.854301 -0.52 0.28 -0.23 -0.419
C 1.857687 -2.863016 1.997054 0.62 -0.50 0.00 0.531
O 2.978153 -3.040401 2.355181 -0.04 0.27 0.05 -0.578
O 1.319255 -1.678017 1.667104 -0.16 -0.36 -0.44 -0.219
H 0.338202 -1.420961 -0.903694 0.35 -0.44 0.41 -0.270
H -0.534799 -0.201121 -0.003884 0.03 -0.03 0.04 0.226
H -1.306754 -1.732174 -0.441434 -0.09 0.10 0.05 0.423
H -0.612796 -1.388624 2.050813 -0.39 0.10 -0.28 -0.598
H -0.517954 -3.801011 0.355877 0.61 -0.20 -0.11 0.260
H -1.106075 -3.622236 1.958108 0.34 -0.18 0.38 0.055
C 0.578633 -3.496635 -4.710105 0.77 -1.45 -0.35 -1.844
C -0.085695 -2.270705 -4.160483 -1.21 -0.07 -1.15 1.899
C -1.079369 -1.531138 -5.121417 0.94 -0.12 0.98 -0.372
O -2.144140 -1.152467 -4.227371 -0.27 0.49 -0.60 -0.347
C -2.185383 -2.017090 -3.219303 0.21 -0.65 0.17 0.681
O -3.089653 -2.242845 -2.475282 0.08 0.50 -0.11 -0.578
O -1.012422 -2.675643 -3.160121 0.56 -0.70 1.12 -0.390
H -0.063322 -4.234871 -5.199397 -0.53 0.53 -0.03 0.423
H 1.042195 -4.116391 -3.935520 -0.01 0.47 0.35 0.388
H 1.391870 -3.329594 -5.420694 -0.13 0.56 0.02 0.390
H 0.675110 -1.599688 -3.756147 -0.24 0.09 0.17 -0.669
H -1.516845 -2.207641 -5.851502 0.25 0.06 -0.27 0.301
H -0.593550 -0.651775 -5.533025 -0.48 0.12 -0.31 0.257
C -1.186731 4.269156 -2.322637 0.00 -0.09 0.26 -1.671
C -0.580815 2.937942 -2.730560 0.95 0.36 0.21 1.827
C -1.554853 1.800602 -2.962978 -1.29 0.51 -0.36 0.108
O -1.495914 1.550321 -4.377532 1.04 -0.06 -0.04 -0.300
C -0.429366 2.220932 -4.906340 -0.55 0.41 1.34 0.625
O 0.005130 2.051076 -5.991310 0.20 -0.20 -0.75 -0.556
O 0.053227 3.113499 -4.004598 -0.01 -0.53 -1.10 -0.429
H -1.919639 4.585322 -3.067400 -0.16 -0.19 0.06 0.454
H -0.461149 5.079712 -2.260397 0.29 -0.26 -0.03 0.358
H -1.652913 4.190724 -1.339217 -0.11 -0.09 -0.08 0.324
H 0.240146 2.569473 -2.111526 -0.37 0.54 0.58 -0.712
H -2.584558 2.121959 -2.793905 0.07 -0.17 0.35 0.466
H -1.337812 0.920418 -2.359415 0.06 -0.15 -0.27 -0.356
Cl -4.018337 -2.873280 3.195125 -0.23 -0.18 0.10 -0.113
C -4.645458 -4.287996 2.298303 -0.05 0.54 -0.03 -0.366
Cl -3.430020 -4.788882 1.121615 -0.36 -0.34 0.02 -0.107
H -4.910516 -5.075394 2.994823 0.42 -0.09 0.03 0.312
H -5.547595 -3.966901 1.788579 0.15 0.05 -0.18 0.298